(1)
Formula: C29H50P2Tl
Source: OMol25
Level of theory: ωB97M-V/def2-TZVPD

As for the spin multiplicity: 1. For the energy above the lowest of the compared OMol25 structures with the same formula, charge and spin, the calculation gives 0.00 kcal per mole. Its net charge is +1.

XYZ file:
```
82
C29H50P2Tl ωB97M-V/def2-TZVPD
Tl -0.0717 -0.1322 -0.4399
C 1.7434 0.1012 1.6297
C 0.5179 0.4570 2.2674
C 0.3663 -1.7660 1.6195
C 1.6572 -1.2795 1.2335
C -0.3348 -0.6860 2.2610
C 2.8927 1.0102 1.3719
H 2.5921 2.0664 1.3271
H 3.3956 0.7708 0.4208
H 3.6410 0.9103 2.1726
C 2.6365 -2.0192 0.3914
H 3.3909 -1.3465 -0.0365
H 2.1258 -2.4935 -0.4609
H 3.1448 -2.7997 0.9763
C -0.2045 -3.0909 1.2519
H 0.0940 -3.8584 1.9809
H 0.1353 -3.4011 0.2539
H -1.3026 -3.0615 1.2061
C -1.7298 -0.7389 2.7766
H -1.7415 -1.1444 3.7996
H -2.3687 -1.3922 2.1595
H -2.2048 0.2523 2.8062
C 0.1830 1.7874 2.8320
H 0.3998 1.8194 3.9098
H -0.8824 2.0329 2.7073
H 0.7618 2.5917 2.3571
C -1.0494 5.4619 -4.5831
C -0.5760 6.1070 -3.5102
C -1.2754 7.1408 -2.6821
C -2.8206 7.1595 -2.7707
C -3.4455 5.8543 -2.3696
C -3.6936 4.7764 -3.1219
C -3.4415 4.6115 -4.5903
C -2.4039 5.5711 -5.2201
H -0.9125 8.1543 -2.9211
H -3.1449 7.5370 -3.7476
H -1.0011 6.9750 -1.6291
H -2.8022 6.5915 -5.2708
H -0.3826 4.8026 -5.1548
H 0.4780 5.9839 -3.2376
H -2.2780 5.2420 -6.2618
H -3.0945 3.5814 -4.7623
H -4.2481 3.9383 -2.6847
H -4.3770 4.7063 -5.1663
H -3.1574 7.8998 -2.0305
H -3.7725 5.8675 -1.3216
P 0.4034 1.9608 -1.7201
C 1.6164 1.5878 -2.9725
C 0.6563 3.5452 -0.9267
P -2.2943 0.9372 -0.8935
C -1.3863 1.8101 -2.3068
C -3.0246 2.1475 0.2049
C -3.4322 -0.3251 -1.4349
H 1.5918 0.5315 -3.2469
H 2.6174 1.7988 -2.5845
H 1.3753 2.2174 -3.8342
H 0.3396 4.3391 -1.6303
H 1.7233 3.6519 -0.6709
H 0.0913 3.6301 0.0149
H -4.1335 0.1650 -2.1157
H -3.9446 -0.7490 -0.5668
H -2.9132 -1.1435 -1.9358
H -1.3796 1.0917 -3.1783
H -1.8306 2.8166 -2.5221
H -3.6326 1.6273 0.9629
H -3.6511 2.8130 -0.4162
H -2.2672 2.7383 0.7435
C 0.7665 -4.9773 -2.0797
C 0.6489 -3.8411 -3.0985
C 1.9772 -3.5704 -3.8072
C -0.4857 -4.1013 -4.0934
C 0.3345 -2.6689 -2.3618
C 0.0317 -1.5840 -1.8587
H 1.0296 -5.8918 -2.6292
H -0.1945 -5.1101 -1.5500
H 1.5524 -4.7406 -1.3355
H 2.2571 -4.4784 -4.3570
H 1.8654 -2.7231 -4.5041
H 2.7565 -3.3170 -3.0661
H -1.4388 -4.2397 -3.5590
H -0.5848 -3.2535 -4.7895
H -0.2293 -5.0136 -4.6466
```

=====

(2)
Formula: C29H51BeBr4CsF2I2N3O9P2S2
Source: OMol25
Level of theory: ωB97M-V/def2-TZVPD

As for the spin multiplicity: 1. For the energy above the lowest of the compared OMol25 structures with the same formula, charge and spin, the calculation gives 0.00 kcal per mole. Its net charge is -1.

XYZ file:
```
106
C29H51BeBr4CsF2I2N3O9P2S2 ωB97M-V/def2-TZVPD
O 0.2349 2.9532 4.4731
P 0.9045 2.6976 3.0245
I 3.1397 3.7801 3.1972
C -0.0535 3.7347 1.8675
C -0.4294 3.1284 0.6435
C -0.0205 1.7432 0.2307
C 0.6819 1.9094 -1.0959
C 0.1226 1.4599 -2.2963
C 0.8195 1.7053 -3.4647
C 2.0334 2.4064 -3.4504
C 2.5882 2.8432 -2.2518
C 1.9027 2.5771 -1.0721
C -1.1676 3.8845 -0.2661
N -1.5820 5.1154 -0.1028
N -1.1774 5.6974 1.0820
P -1.7189 7.3477 1.1606
S -3.2405 7.7197 2.2640
C -0.4619 5.0465 2.0196
I 0.0070 6.1415 3.7581
H 0.7100 3.6048 4.9997
H -0.8913 1.1012 0.1365
H 0.6791 1.3361 0.9411
H -0.8237 0.9504 -2.2997
H 0.4578 1.4021 -4.4315
H 2.5509 2.6280 -4.3678
H 3.5214 3.3750 -2.2021
H 2.2982 2.9377 -0.1320
H -1.4392 3.4288 -1.2091
H -1.9378 7.5396 -0.1986
H -0.5376 8.0241 1.4732
C 3.4113 -0.9063 -0.8120
C 2.2625 -1.9011 -0.6733
C 1.8447 -2.1418 0.7760
C 2.9627 -2.7228 1.6325
C 3.5608 -4.0356 1.1324
C 2.5446 -5.1742 1.1062
H 4.3239 -1.2715 -0.3218
H 3.6575 -0.7339 -1.8593
H 3.1470 0.0582 -0.3750
H 2.5406 -2.8439 -1.1531
H 1.3978 -1.5240 -1.2203
H 0.9744 -2.7964 0.8034
H 1.5172 -1.2001 1.2266
H 2.5830 -2.8735 2.6558
H 3.7606 -1.9879 1.7153
H 4.3944 -4.3263 1.7939
H 3.9969 -3.8987 0.1388
H 2.1258 -5.3541 2.0971
H 3.0160 -6.0971 0.7681
H 1.7209 -4.9556 0.4288
F -1.9016 4.5816 -2.5707
C -4.4293 -2.5724 -7.7417
O -4.4215 -1.6345 -6.6808
C -4.7940 -2.1747 -5.4061
C -3.6283 -2.2295 -4.4472
N -2.6516 -3.2292 -4.8688
C -1.3975 -3.2104 -4.1236
C -0.5174 -1.9716 -4.2060
O 0.0557 -1.7353 -5.4804
C -0.7634 -1.0285 -6.3920
H -4.2849 -2.0140 -8.6665
H -3.6189 -3.3012 -7.6449
H -5.3851 -3.0988 -7.7930
H -5.2435 -3.1623 -5.5301
H -5.5540 -1.5093 -4.9902
H -4.0060 -2.4916 -3.4559
H -3.1927 -1.2226 -4.3858
H -2.4501 -3.0871 -5.8498
H -0.8059 -4.0559 -4.4846
H -1.6199 -3.4053 -3.0699
H 0.3288 -2.1322 -3.5336
H -1.0233 -1.0672 -3.8456
H -1.4226 -0.3206 -5.8818
H -1.3645 -1.7030 -7.0103
H -0.1093 -0.4674 -7.0601
Cs 5.3274 -1.7523 3.0211
Br 1.6395 5.6110 -2.0971
C 1.5304 7.5257 -1.7814
C 2.6282 8.0023 -0.8721
Br 2.2825 7.4884 0.9773
H 0.5444 7.7222 -1.3710
H 1.6113 7.9937 -2.7599
H 2.6826 9.0886 -0.8674
H 3.5962 7.5911 -1.1375
F -3.0345 2.9443 -2.6101
Be -4.1005 0.7129 -7.1264
C -0.8851 -2.5344 3.1449
C -1.3653 -3.9929 3.0363
O -0.7792 -4.8090 3.7953
O -2.2500 -4.2521 2.2076
H -0.0966 -2.4430 3.8948
H -0.4981 -2.2249 2.1716
H -1.7010 -1.8794 3.4151
O -2.9974 -4.3716 6.5158
S -2.4902 -3.0011 6.6597
O -2.6147 -2.2938 5.3701
O -1.0664 -3.0623 7.0407
O -3.2693 -2.2684 7.6636
Br 2.1474 -2.0242 11.4160
C 1.3512 -3.7780 11.1090
C 0.3945 -3.7782 9.9475
Br -1.2929 -2.9385 10.3664
H 0.8732 -4.0657 12.0389
H 2.1925 -4.4388 10.9113
H 0.1441 -4.8001 9.6721
H 0.7836 -3.2608 9.0767
```

=====

(3)
Formula: C29H51Cl4FO7
Source: OMol25
Level of theory: ωB97M-V/def2-TZVPD

As for the spin multiplicity: 1. For the energy above the lowest of the compared OMol25 structures with the same formula, charge and spin, the calculation gives 73.39 kcal per mole. Its structure (SMILES) is Fc1ccccc1.CC(C)=O.CC(C)=O.CC(C)=O.CC(C)=O.CC(C)=O.CC(C)=O.CC(C)=O.ClCCl.ClCCl.

XYZ file:
```
92
C29H51Cl4FO7 ωB97M-V/def2-TZVPD
F 2.7168 -1.5300 1.5260
C 1.3925 -1.2604 1.5072
C 0.9053 -0.0785 2.0627
C -0.4518 0.1830 1.9106
C -1.3609 -0.6946 1.2923
C -0.8293 -1.8365 0.7290
C 0.4975 -2.1371 0.8950
H 1.5164 0.5750 2.6677
H -0.8918 1.1177 2.2256
H -2.4074 -0.4328 1.2388
H -1.5262 -2.4908 0.2263
H 0.8196 -3.0643 0.4445
C 6.0120 1.7293 -2.3960
C 5.0841 2.8703 -2.0944
C 5.0375 3.3842 -0.6812
O 4.2953 3.3520 -2.9788
H 6.1886 1.7273 -3.4716
H 5.5227 0.8486 -1.9800
H 6.9992 1.7833 -1.9372
H 4.1253 3.9795 -0.6413
H 5.7581 4.1949 -0.5729
H 5.0378 2.6406 0.1158
C -8.7423 2.6965 -1.9658
C -7.6058 1.9605 -2.6885
C -7.5971 2.0195 -4.2168
O -6.8149 1.3568 -2.0267
H -9.4537 3.2270 -2.5987
H -8.2644 3.4682 -1.3622
H -9.2608 1.9427 -1.3733
H -7.2419 1.1061 -4.6938
H -6.8536 2.8104 -4.3164
H -8.5804 2.1923 -4.6541
C 6.7520 -4.7663 4.2254
C 7.3817 -6.1417 4.2348
C 8.1444 -6.6279 3.0308
O 7.2953 -6.8902 5.2771
H 5.9222 -4.9041 4.9186
H 6.5337 -4.4033 3.2211
H 7.3775 -4.0830 4.7999
H 7.5421 -6.7778 2.1348
H 8.5323 -7.6311 3.2076
H 8.8923 -5.8497 2.8784
C 1.6362 -8.6029 -1.3010
C 2.9972 -8.5321 -1.9437
C 4.0734 -7.8517 -1.1409
O 3.2153 -8.8755 -3.0870
H 0.8460 -9.0534 -1.9015
H 1.2623 -7.6198 -1.0149
H 1.7332 -9.3284 -0.4933
H 3.9381 -7.9075 -0.0607
H 4.4419 -6.8814 -1.4738
H 5.0006 -8.4026 -1.2991
C -5.3608 3.6844 2.5933
C -6.0221 2.8408 3.7044
C -5.1276 2.1148 4.7190
O -7.2213 2.6599 3.6933
H -4.6732 3.0652 2.0172
H -4.8692 4.6288 2.8267
H -6.0338 4.0316 1.8092
H -4.4971 1.3258 4.3090
H -5.6856 1.6141 5.5103
H -4.4738 2.7632 5.3023
C -0.1553 6.7268 3.1609
C 1.3531 6.8391 3.1316
C 2.0206 8.1276 2.6500
O 2.0334 5.8922 3.5455
H -0.4786 5.7406 2.8279
H -0.5543 7.5186 2.5269
H -0.4490 6.8383 4.2047
H 2.1396 8.3318 1.5859
H 3.0123 8.0576 3.0969
H 1.5156 8.9702 3.1224
C -1.0711 3.9074 -1.9502
C -1.4811 5.4039 -1.7406
C -2.9733 5.6570 -1.8553
O -0.6971 6.2953 -1.4597
H -0.9666 3.6251 -2.9979
H -1.7212 3.3074 -1.3135
H -0.0335 3.7755 -1.6434
H -3.5614 4.7399 -1.8915
H -3.2198 6.1588 -2.7910
H -3.4273 6.1680 -1.0063
Cl 1.3346 -3.7288 -5.1362
C 1.7832 -2.0733 -4.6378
Cl 0.3348 -1.1561 -4.5006
H 2.3748 -1.9278 -3.7339
H 2.2816 -1.6057 -5.4870
Cl -3.6464 -6.0308 -3.5886
C -4.7577 -7.3456 -3.6734
Cl -4.0056 -8.6099 -4.5291
H -4.8636 -7.8473 -2.7115
H -5.7001 -6.9947 -4.0938
```

=====

(4)
Formula: C29H51Cl4FO7
Source: OMol25
Level of theory: ωB97M-V/def2-TZVPD

As for the spin multiplicity: 1. For the energy above the lowest of the compared OMol25 structures with the same formula, charge and spin, the calculation gives 61.58 kcal per mole. Its structure (SMILES) is Fc1ccccc1.CC(C)=O.CC(C)=O.CC(C)=O.CC(C)=O.CC(C)=O.CC(C)=O.CC(C)=O.ClCCl.ClCCl.

XYZ file:
```
92
C29H51Cl4FO7 ωB97M-V/def2-TZVPD
F -2.0876 0.4762 -1.7916
C -0.8406 0.4486 -1.1808
C -0.4232 -0.6615 -0.4127
C 0.8364 -0.6978 0.1855
C 1.6621 0.3945 0.0431
C 1.2334 1.5801 -0.6467
C 0.0299 1.5005 -1.3268
H -1.1977 -1.3914 -0.2287
H 1.2565 -1.5253 0.7379
H 2.6661 0.4163 0.4404
H 1.9610 2.3298 -0.9207
H -0.2274 2.2706 -2.0390
C 1.5813 -4.7449 3.8431
C 1.2190 -3.9937 2.5916
C 1.8356 -4.3433 1.3193
O 0.4438 -3.0518 2.6219
H 1.9353 -5.7619 3.6745
H 0.7943 -4.7854 4.5961
H 2.3710 -4.0818 4.1964
H 1.3932 -3.6982 0.5602
H 1.7647 -5.3229 0.8466
H 2.9058 -4.1404 1.2793
C 1.8346 0.3938 3.6738
C 0.4757 0.0097 4.1637
C 0.3509 -1.0629 5.2586
O -0.5517 0.6022 3.7240
H 2.2446 -0.5054 3.2142
H 2.3863 0.7127 4.5581
H 1.7374 1.1071 2.8553
H 1.3241 -1.5531 5.2865
H -0.5296 -1.6930 5.1331
H 0.3759 -0.6575 6.2701
C -2.4144 -1.2666 -4.4543
C -3.8293 -0.7689 -4.1982
C -4.4810 -1.3050 -3.0031
O -4.3691 -0.0377 -4.9440
H -2.2483 -2.2880 -4.7968
H -1.7752 -1.1521 -3.5788
H -2.1928 -0.6207 -5.3038
H -3.9476 -1.0131 -2.0985
H -4.5650 -2.3916 -3.0249
H -5.5324 -1.0211 -3.0478
C 1.8006 4.0411 1.7410
C 3.1934 3.9068 1.1092
C 3.7077 5.1747 0.4543
O 3.8807 2.9129 1.3341
H 1.1312 3.1933 1.5949
H 1.3323 5.0134 1.5887
H 1.9921 4.2298 2.7973
H 3.4199 6.0212 1.0776
H 3.3632 5.4726 -0.5360
H 4.7763 5.0916 0.2559
C -3.3816 2.3215 0.4662
C -3.6971 1.3764 1.5947
C -4.7268 0.1969 1.3793
O -3.0823 1.4538 2.6742
H -2.3150 2.5039 0.5979
H -4.0781 3.1554 0.5526
H -3.4181 1.8798 -0.5296
H -4.7851 -0.3676 2.3099
H -4.4351 -0.4518 0.5533
H -5.7378 0.5411 1.1611
C -2.5997 -3.6415 2.1244
C -3.9085 -3.5808 1.4504
C -5.1544 -3.8024 2.3016
O -4.1125 -3.2198 0.2730
H -2.1168 -2.6721 2.0014
H -2.0087 -4.3384 1.5302
H -2.7741 -4.0298 3.1278
H -4.9605 -3.5220 3.3369
H -5.4230 -4.8562 2.3765
H -6.0268 -3.2512 1.9507
C -0.0449 2.2700 -4.7633
C 0.4728 2.6886 -6.1245
C -0.3489 3.3041 -7.1719
O 1.6916 2.5675 -6.3272
H -0.2760 3.1309 -4.1359
H 0.7325 1.6469 -4.3210
H -0.8316 1.5438 -4.9676
H -1.3923 2.9999 -7.0896
H 0.0308 2.9611 -8.1343
H -0.1586 4.3568 -6.9626
Cl 4.3693 -2.7885 -1.1391
C 5.0856 -1.9983 0.3365
Cl 6.7698 -1.2856 -0.1233
H 4.5305 -1.1198 0.6654
H 5.0982 -2.7881 1.0876
Cl 6.6764 4.4693 -1.3680
C 5.8491 2.8253 -1.4951
Cl 4.1837 3.0664 -2.0356
H 6.4820 2.2585 -2.1779
H 5.8181 2.4332 -0.4785
```

=====

Calculated calculated total energy (Eh), listed in the same order as above: -1989.7688, -14581.6495, -3602.7580, -3602.7769